{"formula": "C49H56N5O5PtS", "method": "wB97M-V/def2-TZVPD", "species": ["Pt", "O", "C", "O", "C", "C", "C", "N", "C", "C", "C", "O", "O", "H", "H", "H", "C", "C", "C", "C", "C", "C", "C", "C", "C", "C", "C", "C", "N", "C", "C", "C", "C", "C", "C", "C", "N", "C", "C", "C", "C", "C", "C", "C", "C", "C", "C", "C", "C", "H", "H", "H", "H", "H", "H", "H", "H", "H", "H", "H", "H", "H", "H", "H", "H", "H", "H", "H", "H", "H", "H", "H", "H", "H", "H", "H", "H", "H", "H", "H", "H", "H", "H", "H", "H", "H", "H", "H", "C", "C", "C", "N", "C", "S", "N", "C", "O", "C", "C", "C", "C", "C", "C", "H", "H", "H", "H", "H", "H", "H", "H", "H", "H", "H", "H", "H", "H"], "xyz": [[-1.816802, -0.493785, -0.002550], [-6.109151, -6.029572, -0.338349], [-4.862988, -6.043889, -0.185321], [-3.996959, -6.928537, -0.135504], [-4.189653, -4.633369, -0.017009], [-2.815550, -4.652387, 0.001499], [-2.109719, -3.494070, 0.220750], [-2.679233, -2.301726, 0.426157], [-4.050875, -2.245762, 0.378861], [-4.819822, -3.364469, 0.152213], [-4.689582, -0.858860, 0.519081], [-5.881665, -0.799724, 0.755057], [-3.823384, 0.063333, 0.509613], [-2.386994, -5.603336, -0.211427], [-1.048134, -3.537544, 0.182322], [-5.941166, -3.335761, 0.127148], [0.423114, 3.357721, 1.782856], [1.023425, 2.017181, 2.187804], [1.405738, 1.212960, 0.930247], [0.214621, 1.155836, 3.216404], [0.793425, 0.749930, 4.400097], [0.184470, -0.137577, 5.251474], [-1.042892, -0.678380, 4.886589], [-1.673480, -0.300831, 3.701938], [-3.069254, -0.761496, 3.350580], [-4.192903, 0.123978, 3.934585], [-3.315295, -2.264572, 3.593322], [-1.028691, 0.615597, 2.880134], [-1.579732, 0.951327, 1.644487], [-2.323881, 1.958854, 1.475129], [-2.790167, 2.519408, 0.252067], [-3.834434, 3.427867, 0.323008], [-4.362935, 4.119989, -0.735600], [-3.731168, 3.923333, -1.950794], [-2.765179, 2.944825, -2.142420], [-2.283564, 2.182560, -1.052244], [-1.382167, 1.188227, -1.239229], [-0.679692, 1.069488, -2.450600], [0.413957, 1.883373, -2.801925], [1.130732, 1.607331, -4.010834], [0.896773, 0.474205, -4.724641], [-0.136812, -0.344973, -4.399188], [-0.973798, -0.047249, -3.289814], [-2.197608, -0.891744, -3.035441], [-1.911093, -2.400863, -3.158980], [-3.353861, -0.404811, -3.893457], [0.829573, 3.059408, -1.954336], [2.347669, 3.116508, -1.858928], [0.283533, 4.444706, -2.515972], [1.042551, 3.845528, 1.015711], [0.369297, 4.022064, 2.640041], [-0.571453, 3.270761, 1.329462], [1.958712, 2.268893, 2.667975], [0.556435, 0.992122, 0.321730], [1.910643, 0.269554, 1.089465], [2.104854, 1.786105, 0.306264], [1.766025, 1.205430, 4.672616], [0.636863, -0.430729, 6.194474], [-1.549649, -1.433216, 5.522242], [-3.118385, -0.617585, 2.313227], [-4.087579, 0.178381, 5.052025], [-5.120749, -0.394363, 3.706227], [-4.167017, 1.136453, 3.483571], [-3.319497, -2.413577, 4.692957], [-2.526129, -2.877109, 3.207005], [-4.267501, -2.546696, 3.184939], [-2.633170, 2.497838, 2.402741], [-4.287411, 3.562488, 1.311175], [-5.196133, 4.769938, -0.628443], [-4.048719, 4.497844, -2.818923], [-2.367209, 2.691894, -3.123905], [1.903910, 2.328380, -4.287233], [1.578040, 0.299558, -5.556912], [-0.422516, -1.198911, -4.951065], [-2.501494, -0.741939, -2.032090], [-1.773008, -2.734569, -4.240309], [-2.755233, -2.942376, -2.732391], [-0.981553, -2.651141, -2.609546], [-3.092783, -0.619806, -4.932818], [-3.550391, 0.660961, -3.682831], [-4.253313, -0.997904, -3.662320], [0.382358, 3.024650, -0.962712], [2.778448, 3.371794, -2.835736], [2.816173, 2.180848, -1.570251], [2.630116, 3.910226, -1.161553], [0.617821, 4.531581, -3.601648], [0.686929, 5.321257, -1.967889], [-0.822212, 4.460278, -2.499135], [6.054802, -2.728911, 1.881509], [4.660563, -2.625966, 2.541306], [3.466230, -2.868560, 1.592180], [3.646718, -1.987441, 0.421281], [2.640240, -1.715430, -0.427298], [1.086391, -2.209667, -0.166150], [2.853183, -0.919584, -1.543339], [3.931263, -0.375017, -2.195359], [3.898834, -0.172467, -3.396774], [5.131376, 0.017364, -1.428792], [6.371374, 0.014092, -2.076187], [7.486114, 0.543271, -1.421241], [7.379406, 1.111122, -0.182166], [6.121072, 1.081792, 0.422079], [5.015968, 0.651543, -0.196111], [6.868891, -2.725785, 2.668623], [6.240429, -1.918295, 1.197780], [6.109586, -3.695176, 1.363696], [4.491932, -1.575628, 2.944152], [4.559870, -3.288582, 3.429260], [2.538163, -2.635184, 2.108394], [3.357405, -3.875979, 1.193443], [4.589661, -1.743524, 0.109903], [1.992861, -0.743173, -2.075405], [6.443788, -0.235631, -3.117888], [8.400265, 0.668004, -1.982123], [8.203974, 1.565175, 0.331044], [5.980994, 1.459926, 1.439127], [4.055777, 0.830098, 0.330012]], "atomic_forces_ev_per_a": [[0.80, 0.58, -0.52], [1.15, -0.30, 0.17], [-0.88, 1.15, -0.15], [-0.62, -0.89, -0.11], [-0.68, 1.00, 0.28], [-0.26, 0.68, -0.05], [-0.08, -0.08, -0.06], [-1.00, -0.88, -0.23], [0.12, -0.10, -0.41], [-0.82, -1.59, 0.02], [-0.03, -2.07, 0.70], [-0.11, 0.55, -0.20], [-0.58, 1.40, -0.64], [0.65, -0.41, 0.13], [0.70, 0.23, 0.17], [1.31, 0.25, 0.03], [-0.33, 0.18, -0.37], [-0.15, -0.81, 0.16], [0.63, 0.42, 0.02], [0.45, 0.38, -1.45], [1.37, 1.10, 0.34], [-0.60, -0.69, 0.31], [-0.44, -0.51, 0.31], [-0.36, -0.03, 0.87], [0.23, -0.50, 0.48], [0.83, -0.32, 0.78], [0.26, 1.25, 1.71], [0.40, 0.02, 0.47], [0.33, -0.64, -1.07], [-0.61, 0.95, 1.38], [0.01, -0.05, -1.45], [-0.74, 0.29, 1.41], [0.88, -0.41, 0.05], [0.10, -0.43, -1.30], [-0.15, 0.31, 0.41], [0.27, 0.13, 0.04], [-0.11, 0.35, 1.04], [0.39, -1.41, -0.75], [-0.16, 0.01, -0.89], [-0.41, 1.42, 2.31], [1.17, 0.35, -1.35], [-1.89, 0.28, 2.01], [0.88, 0.40, -0.51], [0.84, -0.62, -1.03], [0.36, 0.02, -1.04], [-0.29, -0.47, 0.14], [-0.38, 1.40, -0.40], [0.16, 0.72, -0.24], [0.57, -0.69, -1.20], [0.07, -0.14, 0.28], [-0.15, 0.16, 0.13], [0.40, 0.13, 0.21], [0.37, -0.04, 0.46], [-0.63, -0.08, -0.44], [-0.01, -0.30, 0.68], [-0.29, 0.18, 0.25], [-0.56, -0.41, -0.14], [0.06, 0.07, -0.16], [0.45, 0.66, -0.34], [-0.23, 0.10, -1.18], [-0.14, 0.16, -0.90], [-0.29, 0.35, -0.08], [-0.18, -0.57, 0.36], [-0.27, -0.25, -0.45], [0.40, -0.32, -0.45], [-0.42, -0.27, -0.16], [0.19, -0.10, -0.61], [0.16, 0.06, -0.22], [-0.43, 0.48, 0.11], [-0.04, -0.10, 0.05], [-0.15, 0.35, 0.13], [-0.13, -0.53, -0.08], [-0.38, -0.31, 0.00], [0.13, -0.80, -0.73], [-0.40, 0.21, 1.08], [-0.25, 0.40, 1.29], [0.07, -0.23, -0.05], [-0.52, 0.03, -0.22], [-0.18, 0.47, -0.14], [0.02, -0.46, -0.41], [0.15, 0.29, -0.03], [0.08, -0.58, 0.05], [-0.04, 0.09, 0.24], [-0.09, -0.16, 0.16], [0.18, -0.11, 0.05], [-0.41, 0.05, 1.21], [-0.21, -0.59, -0.14], [0.66, 0.07, 0.06], [0.01, -0.93, 1.55], [-0.49, 0.96, 0.57], [0.95, 0.42, -0.37], [-0.07, 0.24, -0.58], [0.03, 0.40, 0.37], [-0.49, -0.29, 0.08], [-1.00, 0.33, -0.40], [0.85, -0.06, -0.91], [-0.32, -0.08, 0.51], [0.40, 0.46, -0.46], [-0.10, 0.46, 0.79], [0.08, 0.31, -1.20], [-0.92, -0.53, 0.68], [1.71, 1.42, 2.00], [-1.98, -0.89, -0.10], [-0.90, 0.10, -0.90], [0.19, 0.29, -0.30], [0.20, 0.25, -0.08], [0.37, -1.10, -0.38], [0.17, 0.25, -0.68], [-0.05, 0.21, -0.18], [0.22, -0.33, 0.32], [-0.54, -0.23, 0.45], [0.25, -0.47, 0.19], [-0.10, -0.49, -0.17], [0.21, -0.28, -0.01], [0.35, 0.05, 0.07], [0.30, 0.19, -0.34], [0.55, -0.55, -0.68]], "mulliken_spin": [1.36, 0.00, 0.00, 0.00, 0.01, -0.01, 0.05, -0.07, 0.04, 0.00, -0.08, 0.02, 0.22, 0.00, -0.02, 0.00, 0.00, -0.01, -0.01, 0.01, -0.02, 0.02, -0.02, 0.04, -0.03, 0.00, 0.00, 0.05, 0.11, -0.03, 0.00, 0.00, 0.00, 0.00, 0.01, 0.00, 0.08, -0.01, 0.00, -0.01, 0.01, -0.01, -0.04, 0.05, 0.00, 0.01, 0.00, 0.00, 0.00, 0.00, 0.00, 0.00, 0.00, 0.08, 0.00, 0.00, 0.00, 0.00, 0.00, 0.04, 0.00, 0.00, 0.00, 0.00, 0.00, 0.00, 0.01, 0.00, 0.00, 0.00, 0.00, 0.00, 0.00, 0.00, 0.07, 0.00, 0.00, -0.01, 0.00, 0.00, 0.00, 0.00, 0.00, 0.00, 0.00, 0.00, 0.00, 0.00, 0.00, 0.00, 0.00, 0.01, 0.03, 0.02, 0.00, 0.00, 0.00, 0.00, 0.00, 0.00, 0.00, 0.00, 0.00, 0.00, 0.00, 0.00, 0.00, 0.00, 0.00, 0.00, 0.00, 0.00, 0.00, 0.00, 0.00, 0.00, 0.00], "multiplicity": 3, "gap_ev": [6.427, 6.293], "de_lowest_ev": 0.000, "e_lumo_ev": [1.238, 1.199], "total_charge": -1}